Record 1
A structure of composition C14H10BrF9FeO, computed with the ωB97M-V functional and the def2-TZVPD basis.

The geometry in XYZ format:
```
36
Properties=species:S:1:pos:R:3:forces:R:3:nbo_charge:R:1
C -0.8680 -4.8052 -1.2797 -0.88 -1.81 0.34 -0.37
H -0.4251 -4.4484 2.0536 0.01 0.41 -0.66 0.23
H 2.0865 -1.9746 0.5499 0.01 0.10 -0.17 0.17
C -3.5015 1.4764 -0.1247 2.80 1.11 1.46 0.89
C -1.5134 3.3048 -0.2353 0.23 -1.76 0.60 0.91
F -2.2125 4.1799 0.5359 0.29 0.41 -0.51 -0.36
H -2.8752 -3.7136 1.2526 0.28 0.07 -0.38 0.24
F -3.7088 1.5920 -1.4520 -0.44 -0.30 0.74 -0.34
F -4.2766 2.3905 0.5267 -1.13 -0.43 -0.37 -0.37
H 1.0022 -5.2377 -0.0651 -0.28 0.33 -0.28 0.23
F -1.5760 0.3691 2.2726 -0.10 0.96 -0.01 -0.33
C -2.1813 -4.3089 -0.8468 0.29 -1.56 0.94 -0.37
H 1.3406 2.2280 -0.2671 -0.13 -0.13 -0.05 0.19
C 1.7659 -0.8765 -1.4147 0.19 0.43 0.40 -0.37
F -0.2188 2.0817 2.0809 -1.27 -0.22 0.34 -0.34
F -2.3542 2.4169 2.5553 0.39 -0.41 0.53 -0.36
C 1.5062 0.4951 -1.6743 0.74 -0.34 0.87 -0.34
C -0.7530 -4.3986 1.0084 -0.38 -0.88 0.20 -0.37
H -3.0847 -4.1292 -1.4309 0.67 0.00 0.02 0.25
F -3.8510 0.2238 0.2692 -0.32 0.83 -0.38 -0.35
Br -1.1066 -1.8821 -2.5341 -0.54 0.72 -1.26 -0.61
H 1.4881 0.4095 1.6765 0.17 -0.11 -0.12 0.18
C 1.8566 -1.0507 0.0141 -0.86 -0.25 -0.53 -0.44
C -0.0147 -4.8529 -0.1307 -0.62 -1.31 0.64 -0.39
F -1.8651 3.4886 -1.5304 0.23 0.30 0.71 -0.34
C -2.0767 -4.0252 0.5806 -0.26 -1.43 0.03 -0.42
C -1.4958 1.6464 1.8308 0.17 0.32 -1.34 0.92
F -0.1917 3.6167 -0.1230 -1.14 0.50 -0.22 -0.34
C 1.5877 0.2024 0.6157 0.67 0.73 -0.73 -0.36
H -0.5761 -5.1392 -2.2808 -0.24 0.47 0.51 0.24
Fe -0.7631 -2.9313 -0.5272 1.96 5.52 -0.51 1.23
H 1.3582 0.9666 -2.6462 0.00 -0.23 0.21 0.18
C 1.4637 1.1712 -0.4194 0.47 -1.36 0.13 -0.29
C -1.7846 1.7357 0.2405 -2.16 -0.15 -0.47 0.17
O -1.2288 0.8328 -0.3926 1.11 -0.68 -0.80 -0.76
H 1.8399 -1.6692 -2.1564 0.07 0.16 0.14 0.18
```
Forces are in eV/Å.

Values from the calculation:
charge: -2
highest occupied orbital energy (spin up / spin down): 0.498 / 0.544 eV
multiplicity: 5
LUMO (spin up / spin down): 4.807 / 4.736 eV



Record 2
A structure of composition C8H22AgBr2N2O2, computed with the ωB97M-V functional and the def2-TZVPD basis.

The geometry in XYZ format:
```
37
Properties=species:S:1:pos:R:3:forces:R:3:nbo_charge:R:1
H -1.5014 -16.5759 -9.6661 -0.03 0.05 -0.01 0.21
H -3.9395 -23.0099 -14.8154 -0.16 -0.07 0.07 0.18
H -5.5760 -16.8917 -12.6148 -0.19 0.06 -0.09 0.20
C -6.5693 -22.0723 -15.1547 0.49 0.40 -0.14 -0.62
H -2.6680 -16.6116 -8.2988 0.28 0.20 -0.10 0.22
O -5.0238 -18.1828 -11.0991 -0.53 1.16 0.73 -0.57
H -1.8739 -23.2296 -13.8786 -0.30 0.10 -0.38 0.18
Br -2.8646 -18.3320 -13.9176 -0.29 -0.36 0.36 -0.72
C -5.5556 -21.8077 -14.0342 -0.51 0.04 -0.02 -0.08
O -3.2612 -21.7209 -13.3550 0.05 -1.57 -0.65 -0.58
C -1.9310 -22.1780 -13.5869 0.02 0.64 0.61 -0.25
H -6.8118 -18.1074 -12.0491 0.21 -0.03 -0.36 0.19
H -3.4879 -16.8543 -11.3461 -0.24 0.37 0.09 0.19
C -3.0203 -18.1425 -9.7221 -0.36 -0.24 -0.03 -0.08
N -5.7448 -20.4352 -13.4806 -1.38 -0.21 -0.78 -0.84
H -6.4217 -22.9991 -15.7092 0.10 -0.17 0.29 0.22
H -7.5652 -22.0737 -14.7141 -0.11 0.03 -0.20 0.22
H -5.9104 -19.7952 -14.2669 0.91 0.02 0.09 0.38
H -1.4729 -21.4861 -14.3006 0.25 -0.37 -0.06 0.19
Ag -3.9880 -20.0059 -12.0329 0.50 0.10 0.41 1.11
H -6.4814 -21.2716 -15.8968 -0.22 0.01 0.03 0.20
H -5.8185 -22.4691 -13.2056 0.51 -0.12 0.05 0.22
H -3.8377 -21.3104 -15.2810 -0.22 0.07 -0.01 0.19
C -4.0471 -17.3305 -10.5261 1.05 -0.49 -0.25 -0.08
H -1.7191 -18.4548 -11.2172 -0.31 -0.28 -0.39 0.39
H -6.5058 -16.7319 -11.0593 0.28 0.25 -0.07 0.18
H -1.5669 -19.5762 -10.1061 -0.46 -0.34 0.20 0.38
C -4.1171 -21.9893 -14.4626 0.40 0.12 0.08 -0.07
Br -5.0313 -21.5412 -10.0970 0.29 0.38 -0.58 -0.63
H -1.3811 -17.7950 -8.3720 0.11 0.01 -0.08 0.22
H -4.5079 -16.5964 -9.8615 -0.07 0.08 -0.09 0.18
H -1.4149 -22.1296 -12.6254 -0.01 0.27 -0.11 0.20
H -6.7043 -20.4445 -13.1166 0.49 -0.07 0.69 0.38
H -3.6025 -18.7222 -8.9994 0.23 -0.24 -0.07 0.22
N -2.2824 -19.0693 -10.6218 -0.06 0.74 -0.14 -0.84
C -2.0679 -17.2151 -8.9887 -0.53 -0.04 0.48 -0.62
C -6.0204 -17.4128 -11.7661 -0.20 -0.51 0.44 -0.25
```
Forces are in eV/Å.

Values from the calculation:
charge: 0
highest occupied orbital energy (spin up / spin down): -8.342 / -8.419 eV
ΔE to the lowest compared entry with this formula, charge and spin: 12.29 kcal/mol
multiplicity: 2
LUMO (spin up / spin down): 0.646 / -2.203 eV



Record 3
A cluster of 2 separate species, CH4O2PS in total, computed with the ωB97M-V functional and the def2-TZVPD basis.

The geometry in XYZ format:
```
9
Properties=species:S:1:pos:R:3:forces:R:3:nbo_charge:R:1
S -1.1789 1.4501 -0.5010 -0.05 0.76 0.32 -0.38
H -0.4871 -1.8862 1.6819 0.02 -1.20 1.02 0.48
O -0.3082 -1.5961 2.6156 -0.49 -0.06 -2.09 -0.96
C 0.4070 1.2343 -1.4409 0.56 1.26 2.07 -0.89
P 0.3851 -0.0238 -0.1138 0.52 1.10 -0.02 1.03
O 0.1147 -1.3054 -0.8090 -0.45 -2.13 -0.20 -1.18
H 1.2309 2.0088 -1.3146 -1.45 -0.68 -0.78 0.21
H -0.1789 -0.7239 2.2211 0.51 1.15 1.09 0.47
H 0.0154 0.8422 -2.3393 0.82 -0.20 -1.40 0.23
```
Forces are in eV/Å.

Values from the calculation:
charge: -1
highest occupied orbital energy: -3.796 eV
ΔE to the lowest compared entry with this formula, charge and spin: 66.32 kcal/mol
LUMO: 3.778 eV



Record 4
A cluster of 7 separate species, C12H39Br2N4O4 in total, computed with the ωB97M-V functional and the def2-TZVPD basis.

The geometry in XYZ format:
```
61
Properties=species:S:1:pos:R:3:forces:R:3:nbo_charge:R:1
O -1.2728 -4.2802 0.0731 -0.21 0.09 0.34 -0.54
C -4.3077 2.3197 4.3083 0.18 0.65 -1.04 -0.24
O -3.0533 2.4150 3.6729 0.59 0.02 0.59 -0.55
Br -0.8855 2.9378 -4.1810 -0.31 -0.23 0.21 -0.96
H -3.3497 2.0323 1.7090 0.29 0.19 -0.38 0.18
H 2.9359 -1.9628 0.0896 0.62 -0.02 -0.28 0.19
Br 2.4602 2.8714 -0.0708 -0.11 -0.08 0.16 -0.92
H -0.4728 -4.6887 1.9622 0.64 0.17 -0.07 0.17
H 4.2972 -2.8086 -1.9619 0.23 -0.28 -0.33 0.15
N -0.7119 2.4572 1.7328 0.31 -0.15 0.40 -0.88
H 0.4595 -0.6158 1.1455 0.02 0.24 -0.34 0.38
H 0.3618 -3.0534 -0.1494 0.08 -0.09 0.15 0.16
C -0.5825 -5.1366 0.9744 -1.48 -0.12 -0.33 -0.26
H 1.6919 -1.1378 -0.7250 0.10 0.23 -0.56 0.21
C 6.0574 -1.4956 -3.2985 -0.05 0.51 -0.52 -0.26
H -4.1102 1.9334 5.3009 -0.29 -0.15 0.07 0.19
O 4.7164 -1.7233 -3.7190 0.44 -0.62 0.54 -0.54
H 3.4800 0.5358 -3.2889 -0.04 -0.19 -0.04 0.36
H -1.0182 -0.0738 1.4147 0.18 0.52 -0.27 0.39
N -0.2981 1.3536 -1.2318 0.61 -0.52 -1.32 -0.94
H 4.5734 -0.3714 -1.5521 0.21 -0.67 0.96 0.17
N -0.4941 -0.6824 0.7909 -0.18 -0.67 1.15 -0.85
H -3.1882 -2.1952 0.9101 0.24 0.05 -0.25 0.23
C -1.8652 4.2485 0.6072 -1.01 0.08 0.40 -0.61
C 3.5967 -0.8354 -1.7357 0.08 1.20 -1.72 -0.09
H -2.6653 4.9975 0.6554 0.12 0.07 0.25 0.20
H -0.9424 4.7944 0.4286 0.10 -0.31 -0.44 0.23
H -2.6502 1.0488 -3.4043 0.39 -0.05 0.13 0.51
H -2.1850 3.5995 -0.2084 0.54 -0.11 -0.14 0.21
H 2.8799 -0.2091 0.1611 -0.06 0.03 -0.08 0.25
C -2.4184 -1.9947 1.6542 -0.85 0.57 1.02 -0.64
H 2.9443 -2.4459 -3.0621 -0.06 0.08 -0.02 0.19
H -1.0421 -2.5320 -0.9671 -0.53 -0.12 0.16 0.20
H -1.2890 -5.9518 1.1440 0.23 -0.25 -0.12 0.19
C -3.0543 2.8775 2.3442 -0.70 0.67 0.05 -0.07
C -1.7442 3.4923 1.9433 1.52 -0.17 -1.27 -0.08
O -2.6582 0.2777 -2.8032 -0.28 0.06 -0.10 -0.99
C 3.8681 -2.0553 -2.6354 -0.56 0.64 0.79 -0.06
H 6.2618 -0.4313 -3.4259 0.23 0.06 0.17 0.18
H -2.6861 -2.5875 2.5374 0.59 -0.73 -0.40 0.22
H -3.7796 3.6906 2.1701 -0.31 -0.26 0.44 0.16
H 6.7604 -2.0424 -3.9283 -0.15 -0.14 -0.16 0.17
H 0.3099 -5.5261 0.4910 0.42 0.11 0.38 0.18
H 2.7999 1.0574 -1.9190 0.02 -0.02 0.13 0.40
H 0.1692 2.9360 1.5312 0.00 -0.23 -0.46 0.40
C 2.7617 -1.0617 -0.5145 -0.39 -0.39 1.31 -0.65
H 6.2564 -1.7711 -2.2637 -0.20 -0.07 0.10 0.17
C -0.7296 -2.9925 -0.0242 0.57 0.86 -0.66 -0.06
H -4.7668 3.3158 4.3463 -0.01 0.03 0.33 0.16
H -1.1098 1.7970 -1.6673 -0.18 -0.01 0.26 0.46
H -0.4888 1.9732 2.6026 -0.36 0.14 0.08 0.35
H 0.0880 0.8223 -2.0242 0.08 0.24 -0.01 0.44
H 0.4250 2.0698 -1.0283 -0.02 -0.16 0.55 0.47
H -0.3099 -2.4995 1.8963 -0.36 0.57 0.65 0.17
H -0.4623 0.6337 -0.4953 -0.21 0.73 -0.06 0.45
H -2.5442 -0.4791 -3.3864 0.06 0.09 -0.01 0.47
H -2.6473 -1.0213 2.1125 0.14 0.25 -0.57 0.21
H -1.2995 4.2586 2.5914 -0.93 -0.19 0.81 0.18
C -0.9830 -2.0316 1.1655 0.51 -1.42 -0.62 -0.08
N 2.9117 0.2312 -2.5056 -0.51 -0.32 -0.27 -0.87
H -5.0003 1.7156 3.7112 0.02 -0.39 0.29 0.16
```
Forces are in eV/Å.

Values from the calculation:
charge: -1
highest occupied orbital energy: -4.640 eV
LUMO: 2.304 eV



Record 5
A cluster of 2 separate species, H4NO3PS in total, computed with the ωB97M-V functional and the def2-TZVPD basis.

The geometry in XYZ format:
```
10
Properties=species:S:1:pos:R:3:forces:R:3:nbo_charge:R:1
H -1.1864 -0.1223 1.4400 -0.04 -0.22 -0.52 0.11
H -1.6826 0.1339 -1.7811 0.26 -0.55 2.07 0.38
O 1.8015 -0.4873 0.8965 1.05 -1.13 0.10 -0.01
H -0.0863 2.0620 0.1366 -1.94 2.26 1.16 -0.09
S -2.1556 -0.0425 0.4913 -1.23 0.49 0.93 0.18
O 0.9587 0.6289 0.8156 -0.43 0.14 0.27 -0.53
H 1.1639 -1.9854 -0.1706 0.85 1.65 -0.01 0.48
O 1.8177 -1.2192 -0.3008 -1.03 -0.95 0.03 -0.43
P 0.6197 1.2921 -0.6481 -0.44 -3.64 -1.86 0.94
N -1.2507 -0.2603 -0.8794 2.94 1.94 -2.17 -1.02
```
Forces are in eV/Å.

Values from the calculation:
charge: 0
highest occupied orbital energy (spin up / spin down): -7.581 / -7.582 eV
ΔE to the lowest compared entry with this formula, charge and spin: 197.42 kcal/mol
LUMO (spin up / spin down): -0.573 / -0.573 eV



Going through the records in order, we get maximum force values of 0.1143, 0.0331, 0.0483, 0.0408, 0.0805 hartree/bohr.